This record from the OMol25 dataset describes C4H6O in the gas phase in a non-equilibrium geometry. The level of theory is ωB97M-V/def2-TZVPD.

```
11
Properties=species:S:1:pos:R:3:mulliken_charge:R:1
C -0.82 -0.78 0.12 -0.399
C 0.33 -0.72 0.75 -0.335
C 1.21 0.42 0.37 -0.252
O 0.59 0.77 -0.91 -0.385
C -0.94 0.43 -0.78 -0.308
H -1.52 -1.53 0.19 0.476
H 0.55 -1.59 1.36 0.342
H 2.25 0.12 -0.02 0.231
H 1.18 1.23 1.13 0.212
H -1.54 1.33 -0.30 0.184
H -1.30 0.33 -1.90 0.233
```

The HOMO-LUMO gap comes out at 10.66 eV. Its relative energy (zero: lowest compared OMol25 entry of this formula, charge and spin) is 32.7 kcal per mole. The value obtained for the LUMO energy is 1.11 eV. Its SMILES is C1=CCOC1.


This record from the OMol25 dataset describes C7H13N in the gas phase in a non-equilibrium geometry. The level of theory is ωB97M-V/def2-TZVPD.

```
21
Properties=species:S:1:pos:R:3:mulliken_charge:R:1
C 0.33 2.25 -0.96 -1.359
C -0.59 1.05 -0.82 -0.178
C -0.99 0.56 0.62 -0.890
N 2.01 0.33 0.59 -0.641
C 1.22 -0.80 0.54 -0.278
C -0.13 -0.56 1.21 0.088
C -1.08 -2.03 -0.66 -1.151
C -0.14 -1.89 0.40 -0.028
H 0.70 2.57 0.02 0.328
H -0.19 3.09 -1.40 0.354
H 1.22 2.01 -1.53 0.300
H -0.08 0.14 -1.17 -0.062
H -1.51 1.26 -1.38 0.520
H -0.96 1.44 1.25 0.525
H -2.00 0.12 0.57 0.340
H 1.94 -1.62 0.39 0.452
H 2.78 0.10 1.22 0.248
H -0.14 -0.87 2.25 0.439
H -0.74 -1.85 -1.67 0.313
H -1.98 -2.61 -0.52 0.294
H 0.32 -2.68 1.05 0.387
```

The HOMO-LUMO gap comes out at 5.31 eV. Its relative energy (zero: lowest compared OMol25 entry of this formula, charge and spin) is 213.1 kcal per mole. The value obtained for the LUMO energy is -1.23 eV.


This record from the OMol25 dataset describes 2 unconnected molecules or ions with the total composition CH2BrP in a non-equilibrium geometry. The level of theory is ωB97M-V/def2-TZVPD.

```
5
Properties=species:S:1:pos:R:3:mulliken_charge:R:1
C -0.58 -0.20 0.05 -0.252
P -0.12 1.30 -0.06 -0.050
Br -3.59 0.11 0.03 -0.192
H -1.32 -0.93 -0.20 0.397
H 1.34 1.59 -0.18 0.096
```

The HOMO-LUMO gap (alpha / beta) comes out at 5.75 / 8.61 eV. Its relative energy (zero: lowest compared OMol25 entry of this formula, charge and spin) is 91.6 kcal per mole. The value obtained for the LUMO energy (alpha / beta) is -3.10 / -1.74 eV.


This record from the OMol25 dataset describes a molecular structure, C25H23FN4SSbTl. The level of theory is ωB97M-V/def2-TZVPD.

```
56
Properties=species:S:1:pos:R:3:mulliken_charge:R:1
Tl -0.74 0.03 -0.51 0.876
C 1.14 -1.83 -3.22 -1.206
C 2.13 -1.07 -2.37 0.632
C 3.26 -0.47 -2.95 -0.637
C 4.17 0.20 -2.16 -0.576
C 3.95 0.26 -0.79 -0.661
C 2.81 -0.36 -0.29 0.273
N 1.90 -1.00 -1.06 -0.098
Sb 2.62 -0.45 1.80 1.095
C 1.05 -1.85 2.06 -0.073
C 1.30 -2.67 3.14 -0.611
C 0.43 -3.73 3.37 -0.585
C -0.64 -3.90 2.52 -0.708
C -0.84 -3.01 1.45 0.781
C -2.01 -3.24 0.52 -1.309
N -0.01 -1.99 1.23 0.214
C 0.70 2.75 1.81 0.384
C 0.98 4.04 2.16 -0.825
C -0.15 4.82 2.38 -0.313
C -1.41 4.27 2.26 -0.732
C -1.54 2.93 1.92 0.658
C -2.90 2.28 1.83 -1.308
N -0.45 2.17 1.67 0.030
H 0.95 -1.33 -4.17 0.422
H 0.20 -1.98 -2.68 0.145
H 1.54 -2.82 -3.45 0.323
H 3.42 -0.55 -4.02 0.440
H 5.04 0.68 -2.59 0.459
H 4.65 0.77 -0.13 0.419
H 2.15 -2.50 3.80 0.432
H 0.59 -4.40 4.21 0.441
H -1.34 -4.72 2.68 0.458
H -1.91 -4.22 0.05 0.424
H -2.07 -2.50 -0.27 0.042
H -2.95 -3.25 1.07 0.426
H 1.99 4.40 2.27 0.449
H -0.02 5.87 2.65 0.440
H -2.29 4.87 2.44 0.430
H -3.47 2.47 2.74 0.444
H -2.79 1.21 1.72 0.162
H -3.48 2.68 1.00 0.338
S -4.13 -1.15 -4.45 -0.190
C -2.64 -1.09 -3.61 -0.097
N -2.70 -0.91 -2.32 0.059
C -4.05 -0.83 -1.92 -0.222
C -4.50 -0.66 -0.60 0.096
C -5.85 -0.58 -0.37 -0.988
C -6.78 -0.67 -1.42 -0.511
C -6.35 -0.85 -2.72 -0.554
C -4.97 -0.93 -2.95 0.667
H -1.70 -1.18 -4.15 0.262
H -3.79 -0.63 0.22 0.313
H -6.22 -0.44 0.65 0.423
H -7.84 -0.60 -1.21 0.401
H -7.06 -0.93 -3.53 0.413
F 1.78 1.92 1.56 -0.070
```

The HOMO-LUMO gap comes out at 5.50 eV. As for the total charge: +2. The value obtained for the LUMO energy is -8.00 eV.


This record from the OMol25 dataset describes 2 unconnected molecules or ions with the total composition C2H4BrN in a non-equilibrium geometry. The level of theory is ωB97M-V/def2-TZVPD.

```
8
Properties=species:S:1:pos:R:3:mulliken_charge:R:1
N -2.25 1.17 -0.28 -0.315
C -2.95 0.28 -0.25 0.256
Br -4.25 -0.96 0.02 0.062
C 1.33 0.92 0.66 -0.980
H 2.11 0.63 1.35 0.279
H 1.63 0.81 -0.29 0.287
H 1.26 2.00 0.75 0.256
H 0.34 0.43 0.80 0.155
```

The HOMO-LUMO gap comes out at 11.69 eV. Its relative energy (zero: lowest compared OMol25 entry of this formula, charge and spin) is 21.7 kcal per mole. The value obtained for the LUMO energy is 0.10 eV. Its SMILES is N#CBr.C.


This record from the OMol25 dataset describes a gas-phase ion, C4H11BrNO (charge +1) in a non-equilibrium geometry. The level of theory is ωB97M-V/def2-TZVPD.

```
18
Properties=species:S:1:pos:R:3:mulliken_charge:R:1
C -0.65 -0.11 -2.49 -1.262
C 0.08 -0.23 -1.16 -0.379
N -0.81 0.12 -0.04 -0.369
C -0.05 -0.10 1.58 0.622
C 1.23 0.67 1.61 -1.368
O -0.01 -1.42 1.69 -0.443
Br -1.46 0.68 2.73 -0.034
H -1.46 -0.82 -2.57 0.367
H -1.04 0.90 -2.63 0.376
H 0.06 -0.30 -3.30 0.377
H 0.93 0.45 -1.14 0.342
H 0.43 -1.25 -1.01 0.330
H -1.62 -0.51 0.00 0.384
H -1.15 1.09 -0.10 0.413
H 1.58 0.70 2.65 0.429
H 1.09 1.70 1.30 0.384
H 2.00 0.20 1.01 0.450
H 0.87 -1.79 1.87 0.379
```

The HOMO-LUMO gap comes out at 11.67 eV. As for the total charge: +1. Its relative energy (zero: lowest compared OMol25 entry of this formula, charge and spin) is 0.0 kcal per mole. The value obtained for the LUMO energy is -3.21 eV. Its SMILES is CC[NH2+][C@](C)(O)Br.


What E values result from the calculations? In sequence: -231.1716; -328.9318; -2954.4929; -2095.7517; -2707.3245; -2862.7591 Ha.